Below is a molecular structure, C25H35BrN2O7Tb at a distorted geometry, with properties calculated with ωB97M-V/def2-TZVPD.

Last column: Mulliken spin population.
Positions of all 71 atoms, in Å:
Tb1 -0.3793 -0.1254 -0.2703  6.288
C1 -2.9078 2.0530 -1.0391  0.007
C2 -2.3142 2.2752 -2.4024  -0.002
O1 -1.1808 1.4255 -2.4951  -0.009
C3 -0.6766 1.2841 -3.8204  0.001
C4 0.7972 1.0758 -3.7386  0.002
O2 1.0599 0.0879 -2.7539  -0.006
C5 2.4202 -0.3222 -2.7608  -0.002
C6 2.6376 -1.0966 -1.4975  0.007
O3 2.1204 -0.3910 -0.3682  -0.017
C7 2.8330 0.7934 0.0526  0.005
C8 2.2434 2.0743 -0.5013  -0.003
O4 0.8338 2.0325 -0.3233  -0.053
C9 0.1176 3.2617 -0.3506  0.003
C10 -1.1847 3.0573 0.3878  0.004
O5 -1.8916 1.8797 -0.0548  -0.015
H1 -3.4920 1.1346 -1.0233  -0.001
H2 -3.5618 2.8781 -0.7517  0.000
H3 -2.0013 3.3110 -2.5586  0.000
H4 -3.0596 2.0244 -3.1641  -0.001
H5 -0.8759 2.1895 -4.4003  0.001
H6 -1.1670 0.4436 -4.3135  -0.001
H7 1.3085 2.0022 -3.4579  0.000
H8 1.1709 0.7589 -4.7167  0.000
H9 3.0705 0.5573 -2.8054  0.000
H10 2.6370 -0.9479 -3.6329  0.000
H11 3.6966 -1.3169 -1.3482  0.000
H12 2.0969 -2.0413 -1.5325  -0.001
H13 3.8789 0.7097 -0.2535  0.000
H14 2.7825 0.8047 1.1442  0.000
H15 2.4642 2.2451 -1.5572  0.000
H16 2.6626 2.9033 0.0773  0.000
H17 -0.0122 3.5747 -1.3885  0.000
H18 0.6811 4.0332 0.1814  0.000
H19 -1.8199 3.9391 0.2698  0.000
H20 -0.9972 2.8852 1.4427  -0.001
Br1 5.3501 1.0401 3.4565  0.000
C11 3.6055 0.8326 4.1743  0.000
C12 3.4714 0.5846 5.5333  0.000
C13 2.1862 0.4495 6.0314  0.000
C14 1.1055 0.5726 5.1729  0.000
C15 1.3701 0.8043 3.8357  0.000
N1 2.6049 0.9301 3.3298  0.000
C16 0.2375 0.9509 2.8703  -0.002
O6 -0.6850 1.7013 3.1628  0.001
O7 0.3243 0.2352 1.8074  -0.016
H21 4.3411 0.5080 6.1686  0.000
H22 2.0311 0.2623 7.0862  0.000
H23 0.0843 0.5125 5.5248  0.000
C17 -0.2795 -2.4269 2.5502  0.005
N2 -1.0783 -2.1630 1.3492  -0.044
C18 -2.4323 -1.7580 1.7387  0.008
C19 -1.1146 -3.3782 0.5405  -0.003
C20 -1.7158 -3.1305 -0.8162  0.025
C21 -2.3741 -4.1632 -1.4747  -0.003
C22 -2.9128 -3.9664 -2.7404  0.007
C23 -2.8054 -2.7232 -3.3513  -0.012
C24 -2.1488 -1.6980 -2.6849  0.014
C25 -1.6047 -1.8988 -1.4328  -0.179
H24 -0.6812 -3.2977 3.0852  0.000
H25 -0.3037 -1.5690 3.2096  0.000
H26 0.7574 -2.6219 2.2794  0.000
H27 -2.9015 -2.5136 2.3816  0.001
H28 -3.0561 -1.6314 0.8536  0.000
H29 -2.3850 -0.8160 2.2876  -0.001
H30 -1.6649 -4.1701 1.0659  0.000
H31 -0.0860 -3.7334 0.4428  0.003
H32 -2.4735 -5.1251 -0.9854  -0.001
H33 -3.4267 -4.7770 -3.2414  0.000
H34 -3.2366 -2.5473 -4.3274  -0.001
H35 -2.0940 -0.7289 -3.1592  -0.010

Output
<S²>: 12.6078
Maximum force (eV Å⁻¹): 1.801
Gap between HOMO and LUMO (alpha / beta) (eV): 7.96 / 8.94
Net charge: +1
2S+1: 7